1.
Density functional theory data (ωB97M-V/def2-TZVPD) for a structure of composition C26H45N5O4OsP3Se2 at a distorted geometry.

Positions of all 86 atoms, in Å:
Os (0.554, -0.164, -0.131)
Se (1.695, -1.410, -1.781)
P (3.321, 0.146, -1.919)
Se (2.277, 1.402, -0.326)
C (4.814, -0.522, -1.221)
C (4.745, -0.967, 0.108)
C (5.857, -1.524, 0.705)
C (7.042, -1.653, -0.012)
C (7.109, -1.236, -1.333)
C (6.001, -0.673, -1.947)
C (3.359, 1.012, -3.468)
C (2.098, 1.315, -4.009)
C (2.008, 1.992, -5.209)
C (3.165, 2.376, -5.878)
C (4.412, 2.099, -5.336)
C (4.520, 1.423, -4.133)
H (3.826, -0.878, 0.675)
H (5.806, -1.862, 1.731)
H (7.911, -2.091, 0.459)
H (8.024, -1.356, -1.897)
H (6.070, -0.405, -2.985)
H (1.193, 1.011, -3.495)
H (1.039, 2.220, -5.630)
H (3.093, 2.902, -6.821)
H (5.310, 2.417, -5.848)
H (5.499, 1.270, -3.717)
C (-3.948, -3.786, -1.398)
N (-2.595, -3.613, -0.858)
C (-1.725, -4.795, -0.960)
P (-2.077, -2.390, 0.038)
O (-0.736, -1.824, -0.425)
O (-3.097, -1.190, -0.362)
P (-2.725, 0.370, -0.427)
O (-1.319, 0.700, 0.086)
N (-3.787, 1.050, 0.584)
C (-5.217, 0.920, 0.256)
C (-3.453, 2.166, 1.467)
N (-2.834, 0.692, -2.011)
C (-3.874, 0.136, -2.887)
C (-2.133, 1.851, -2.576)
N (-2.122, -2.766, 1.602)
C (-1.293, -2.164, 2.639)
C (-3.280, -3.512, 2.127)
H (-4.453, -4.613, -0.893)
H (-3.888, -4.014, -2.461)
H (-4.535, -2.883, -1.261)
H (-2.153, -5.637, -0.414)
H (-0.738, -4.578, -0.552)
H (-1.615, -5.068, -2.008)
H (-5.405, -0.010, -0.278)
H (-5.568, 1.759, -0.347)
H (-5.786, 0.892, 1.184)
H (-2.408, 2.100, 1.744)
H (-4.060, 2.086, 2.368)
H (-3.651, 3.132, 0.997)
H (-4.287, -0.776, -2.464)
H (-3.427, -0.107, -3.851)
H (-4.679, 0.855, -3.046)
H (-1.412, 2.248, -1.864)
H (-2.836, 2.642, -2.842)
H (-1.607, 1.537, -3.478)
H (-0.388, -1.760, 2.212)
H (-1.020, -2.943, 3.352)
H (-1.832, -1.374, 3.168)
H (-3.784, -4.051, 1.329)
H (-3.989, -2.835, 2.604)
H (-2.926, -4.234, 2.861)
O (0.561, 0.119, 1.951)
C (1.162, 0.792, 2.828)
C (1.120, 0.379, 4.258)
C (0.106, 1.323, 4.960)
C (0.297, 2.834, 4.754)
C (-0.117, 3.376, 3.375)
C (0.888, 3.134, 2.235)
N (1.766, 1.974, 2.571)
H (2.108, 0.517, 4.705)
H (0.829, -0.663, 4.360)
H (0.172, 1.106, 6.026)
H (-0.904, 1.043, 4.648)
H (1.322, 3.131, 5.006)
H (-0.323, 3.335, 5.497)
H (-0.303, 4.448, 3.448)
H (-1.072, 2.923, 3.113)
H (1.555, 3.982, 2.094)
H (0.378, 2.948, 1.291)
H (2.369, 2.239, 3.341)

net charge	+3
HOMO energy (spin up / spin down)	-16.593 / -16.593	eV
DFT total energy	-7509.34633	Ha
orbital gap (spin up / spin down)	5.804 / 6.154	eV
LUMO energy (spin up / spin down)	-10.789 / -10.438	eV

---

2.
Density functional theory data (ωB97M-V/def2-TZVPD) for a structure of composition C26H46BBr4F6NO22S2Zr at a distorted geometry.

Positions of all 109 atoms, in Å:
Zr (2.697, 3.048, 0.007)
C (0.702, -0.701, -1.116)
F (0.307, 0.177, -2.003)
F (-0.153, -1.678, -0.962)
F (1.875, -1.160, -1.503)
S (0.938, 0.105, 0.610)
O (-0.122, -0.350, 1.446)
O (2.286, -0.241, 1.014)
N (0.969, 1.889, 0.354)
S (-0.606, 2.235, 0.415)
O (-0.831, 3.506, -0.217)
O (-1.504, 1.254, -0.134)
C (-0.990, 2.357, 2.286)
F (0.061, 2.039, 3.025)
F (-1.361, 3.596, 2.566)
F (-1.996, 1.542, 2.562)
C (0.906, 5.412, 3.100)
C (1.622, 4.645, 2.050)
O (1.555, 4.913, 0.823)
O (2.347, 3.614, 2.250)
H (-0.078, 5.743, 2.779)
H (1.442, 6.273, 3.498)
H (0.723, 4.776, 3.969)
C (4.690, 1.026, -3.198)
C (4.063, 1.684, -2.030)
O (2.967, 1.369, -1.484)
O (4.481, 2.740, -1.444)
H (4.067, 1.025, -4.091)
H (4.805, -0.036, -2.969)
H (5.661, 1.473, -3.384)
B (1.969, 4.295, -1.965)
H (1.369, 5.260, -2.171)
H (2.933, 4.533, -1.386)
H (1.359, 3.543, -1.359)
H (2.249, 3.793, -2.987)
Br (-2.775, -0.883, -4.513)
C (-2.595, 0.913, -3.758)
C (-3.979, 1.422, -3.435)
Br (-3.797, 3.241, -2.725)
H (-2.007, 1.564, -4.400)
H (-1.968, 0.822, -2.870)
H (-4.508, 0.853, -2.680)
H (-4.582, 1.461, -4.337)
Br (2.250, -3.208, 2.988)
C (1.401, -1.781, 4.069)
C (1.500, -2.087, 5.544)
Br (0.640, -0.660, 6.577)
H (0.349, -1.720, 3.814)
H (1.928, -0.870, 3.807)
H (2.466, -2.377, 5.947)
H (0.879, -2.951, 5.784)
C (1.497, -6.443, 1.281)
C (0.714, -6.275, -0.020)
C (0.547, -4.829, -0.522)
O (0.917, -4.905, -1.891)
C (1.437, -6.139, -2.165)
O (1.789, -6.470, -3.247)
O (1.448, -6.893, -1.060)
H (2.408, -5.848, 1.264)
H (1.727, -7.498, 1.416)
H (0.824, -6.152, 2.089)
H (-0.267, -6.751, 0.068)
H (1.201, -4.142, 0.022)
H (-0.481, -4.522, -0.338)
C (-3.432, -0.683, -0.121)
C (-3.689, -1.814, -1.121)
C (-3.984, -3.190, -0.515)
O (-5.121, -3.616, -1.251)
C (-5.692, -2.592, -1.901)
O (-6.751, -2.642, -2.438)
O (-4.903, -1.499, -1.818)
H (-3.942, -0.798, 0.838)
H (-3.642, 0.275, -0.587)
H (-2.381, -0.752, 0.178)
H (-2.848, -1.822, -1.814)
H (-4.204, -3.082, 0.549)
H (-3.195, -3.914, -0.705)
C (5.502, -1.947, -0.493)
C (5.379, -3.098, -1.478)
C (4.019, -3.797, -1.574)
O (3.628, -3.574, -2.938)
C (4.507, -2.815, -3.593)
O (4.413, -2.450, -4.720)
O (5.560, -2.524, -2.796)
H (5.823, -2.267, 0.500)
H (4.585, -1.366, -0.386)
H (6.272, -1.278, -0.879)
H (6.219, -3.793, -1.475)
H (3.239, -3.413, -0.919)
H (4.120, -4.880, -1.503)
C (-6.924, 3.211, 3.086)
C (-5.449, 3.412, 2.902)
C (-4.696, 2.272, 2.179)
O (-4.042, 2.932, 1.129)
C (-4.228, 4.269, 1.185)
O (-3.690, 5.066, 0.497)
O (-5.134, 4.562, 2.146)
H (-7.127, 2.273, 3.608)
H (-7.468, 3.115, 2.144)
H (-7.327, 4.021, 3.694)
H (-5.009, 3.500, 3.902)
H (-5.364, 1.475, 1.837)
H (-4.077, 1.730, 2.901)
O (4.034, 1.782, 1.244)
H (4.082, 0.843, 1.480)
H (4.906, 2.153, 1.445)
O (-0.949, 5.618, -2.761)
H (-1.365, 5.179, -2.011)
H (-0.020, 5.349, -2.710)

net charge	0
HOMO energy	-9.599	eV
DFT total energy	-14491.99637	Ha
orbital gap	8.191	eV
LUMO energy	-1.408	eV

---

3.
Density functional theory data (ωB97M-V/def2-TZVPD) for a structure of composition C26H46Br4GeN5O4PSi3Y at a distorted geometry.

Positions of all 91 atoms, in Å:
Y (-0.153, 0.708, 0.205)
Br (-2.839, -5.703, -1.987)
C (-2.618, -3.823, -2.084)
C (-3.480, -3.042, -2.825)
Br (-4.904, -3.834, -3.789)
C (-3.297, -1.655, -2.853)
Br (-4.424, -0.560, -3.899)
C (-2.295, -0.986, -2.126)
O (-2.278, 0.317, -2.217)
C (-1.388, -1.803, -1.343)
O (-0.398, -1.314, -0.654)
C (-1.588, -3.190, -1.380)
Br (-0.304, -4.231, -0.427)
N (0.594, -1.762, 2.089)
N (-0.578, -2.053, 2.802)
C (-1.491, -1.022, 2.907)
N (-2.461, -1.187, 3.879)
N (-1.353, -0.035, 2.093)
N (-2.201, 1.048, 2.032)
O (-3.213, 1.212, 2.778)
O (-1.697, 1.942, 1.211)
H (0.736, -2.441, 1.351)
H (1.390, -1.676, 2.713)
H (-0.469, -2.591, 3.652)
H (-2.843, -2.124, 3.880)
H (-3.173, -0.459, 3.774)
C (2.847, 1.199, -3.085)
P (1.838, 0.033, -2.093)
C (0.866, -0.732, -3.430)
C (3.080, -1.305, -1.824)
H (3.320, 0.685, -3.927)
H (3.616, 1.669, -2.475)
H (2.195, 1.987, -3.469)
H (1.502, -0.897, -4.305)
H (0.035, -0.072, -3.678)
H (0.462, -1.687, -3.100)
H (3.473, -1.710, -2.762)
H (2.597, -2.112, -1.270)
H (3.914, -0.932, -1.228)
C (-1.178, 1.252, -1.726)
C (-1.516, 2.549, -2.070)
C (-2.655, 2.977, -2.848)
C (-2.861, 4.308, -3.140)
C (-2.008, 5.330, -2.708)
C (-0.902, 4.940, -1.938)
C (-0.652, 3.623, -1.645)
H (-3.357, 2.231, -3.189)
H (-3.735, 4.571, -3.733)
H (-2.191, 6.369, -2.948)
H (-0.210, 5.693, -1.570)
H (0.247, 3.385, -1.076)
C (3.094, 4.133, -0.894)
Si (3.673, 3.211, 0.631)
C (4.565, 4.510, 1.666)
C (5.018, 2.004, 0.081)
Ge (1.894, 1.998, 1.615)
Si (0.887, 3.596, 3.074)
C (-0.454, 2.810, 4.131)
C (2.061, 4.418, 4.310)
C (0.110, 4.975, 2.082)
Si (3.128, 0.676, 3.131)
C (4.642, 1.428, 3.967)
C (3.794, -0.853, 2.232)
C (2.056, 0.056, 4.563)
H (3.954, 4.561, -1.420)
H (2.417, 4.947, -0.625)
H (2.546, 3.497, -1.588)
H (5.458, 4.835, 1.120)
H (4.869, 4.148, 2.647)
H (3.927, 5.382, 1.816)
H (5.728, 2.513, -0.581)
H (4.593, 1.157, -0.456)
H (5.574, 1.602, 0.929)
H (-0.234, 1.776, 4.395)
H (-1.411, 2.821, 3.612)
H (-0.561, 3.378, 5.061)
H (2.532, 3.687, 4.968)
H (1.484, 5.108, 4.934)
H (2.853, 4.980, 3.818)
H (-0.623, 4.590, 1.370)
H (0.860, 5.530, 1.512)
H (-0.393, 5.673, 2.758)
H (5.384, 1.756, 3.239)
H (5.113, 0.688, 4.623)
H (4.370, 2.296, 4.569)
H (4.742, -0.617, 1.745)
H (3.118, -1.190, 1.444)
H (3.970, -1.683, 2.925)
H (2.017, 0.808, 5.355)
H (2.486, -0.858, 4.987)
H (1.020, -0.140, 4.280)

net charge	-2
HOMO energy (spin up / spin down)	0.408 / 0.404	eV
spin multiplicity	2
DFT total energy	-15214.24927	Ha
orbital gap (spin up / spin down)	3.358 / 3.360	eV
ΔE to the lowest compared entry with this formula, charge and spin	347.0	kJ/mol
expectation value of S²	0.76
LUMO energy (spin up / spin down)	3.766 / 3.765	eV

---

4.
Density functional theory data (ωB97M-V/def2-TZVPD) for a cluster of 7 separate species, C26H46Cl2O12S3 in total at a distorted geometry.

Positions of all 89 atoms, in Å:
C (3.746, -4.869, 4.214)
C (3.254, -5.116, 5.607)
C (4.033, -6.222, 6.225)
S (5.666, -6.021, 5.501)
O (6.080, -7.234, 4.762)
O (6.586, -5.425, 6.485)
C (5.234, -4.666, 4.298)
H (3.234, -4.002, 3.797)
H (3.378, -5.772, 3.726)
H (2.193, -5.254, 5.817)
H (3.331, -4.191, 6.179)
H (3.577, -7.165, 5.922)
H (4.040, -6.307, 7.312)
H (5.838, -4.668, 3.391)
H (5.324, -3.744, 4.872)
C (5.204, 6.358, 1.285)
C (6.321, 6.463, 0.233)
C (5.939, 5.447, -0.827)
S (4.772, 4.171, -0.265)
O (5.342, 2.825, -0.208)
O (3.485, 4.438, -0.844)
C (4.794, 4.891, 1.430)
H (4.330, 6.837, 0.844)
H (5.475, 6.828, 2.231)
H (7.271, 6.161, 0.675)
H (6.473, 7.512, -0.018)
H (6.837, 4.937, -1.176)
H (5.398, 5.963, -1.621)
H (5.613, 4.351, 1.905)
H (3.862, 4.739, 1.975)
C (-6.359, 0.419, 5.122)
C (-5.265, 1.336, 4.532)
C (-4.580, 2.092, 5.667)
S (-4.337, 0.707, 6.967)
O (-4.560, 1.330, 8.290)
O (-3.143, -0.059, 6.679)
C (-5.811, -0.115, 6.452)
H (-6.620, -0.409, 4.463)
H (-7.303, 0.962, 5.084)
H (-5.569, 2.152, 3.877)
H (-4.504, 0.690, 4.095)
H (-5.195, 2.885, 6.092)
H (-3.672, 2.679, 5.534)
H (-6.531, -0.430, 7.207)
H (-5.502, -1.147, 6.288)
O (-2.612, 2.930, -9.834)
C (-1.948, 3.596, -9.069)
O (-2.351, 4.689, -8.359)
C (-1.200, 5.330, -7.750)
C (-0.183, 4.248, -7.518)
C (-0.466, 3.355, -8.716)
H (-1.455, 5.879, -6.844)
H (-0.889, 6.051, -8.507)
H (-0.368, 3.766, -6.558)
H (0.831, 4.643, -7.585)
H (-0.265, 2.333, -8.394)
H (0.191, 3.676, -9.524)
O (-3.894, 6.632, -0.112)
C (-4.722, 6.856, -0.959)
O (-5.019, 5.845, -1.869)
C (-6.236, 6.190, -2.610)
C (-6.351, 7.666, -2.454)
C (-5.672, 7.983, -1.057)
H (-7.115, 5.719, -2.170)
H (-6.222, 5.752, -3.608)
H (-7.356, 8.056, -2.613)
H (-5.699, 8.072, -3.227)
H (-6.370, 7.988, -0.220)
H (-5.071, 8.891, -1.114)
O (4.279, -13.247, -3.240)
C (3.402, -12.525, -2.896)
O (2.139, -12.560, -3.542)
C (1.246, -11.495, -3.241)
C (1.919, -10.948, -1.980)
C (3.384, -11.437, -1.866)
H (0.253, -11.892, -3.029)
H (1.148, -10.783, -4.061)
H (1.387, -11.113, -1.043)
H (1.848, -9.861, -1.952)
H (3.603, -11.775, -0.853)
H (4.143, -10.765, -2.266)
Cl (-1.000, -2.996, -1.511)
C (-1.473, -1.329, -1.856)
C (-2.642, -1.429, -2.918)
Cl (-2.063, -2.108, -4.419)
H (-0.675, -0.713, -2.272)
H (-1.895, -0.984, -0.912)
H (-2.916, -0.385, -3.069)
H (-3.321, -2.163, -2.483)

net charge	0
SMILES	O=S1(=O)CCCC1.O=S1(=O)CCCC1.O=S1(=O)CCCC1.O=C1CCCO1.O=C1CCCO1.O=C1CCCO1.ClCCCl
HOMO energy	-10.241	eV
DFT total energy	-4035.97759	Ha
orbital gap	10.410	eV
ΔE to the lowest compared entry with this formula, charge and spin	180.8	kJ/mol
LUMO energy	0.169	eV

---

5.
Density functional theory data (ωB97M-V/def2-TZVPD) for a structure of composition C26H46O37S7 at a distorted geometry.

Positions of all 116 atoms, in Å:
C (0.393, -3.537, -3.308)
C (1.024, -4.862, -3.681)
O (1.935, -5.193, -2.579)
S (1.137, -4.742, -1.245)
O (2.050, -4.164, -0.324)
O (0.268, -5.805, -0.846)
O (0.234, -3.607, -1.831)
H (-0.555, -3.406, -3.796)
H (1.077, -2.713, -3.413)
H (1.611, -4.835, -4.594)
H (0.267, -5.636, -3.724)
C (1.714, 3.821, 4.160)
C (3.208, 4.284, 4.145)
O (3.425, 5.183, 3.010)
S (1.988, 5.242, 2.261)
O (2.237, 5.052, 0.887)
O (1.292, 6.384, 2.655)
O (1.271, 3.926, 2.787)
H (1.167, 4.476, 4.806)
H (1.572, 2.804, 4.552)
H (3.987, 3.520, 4.213)
H (3.331, 4.866, 5.071)
C (-3.497, -1.153, -1.132)
C (-4.189, 0.166, -1.499)
O (-4.876, -0.044, -2.778)
S (-5.497, -1.566, -2.524)
O (-5.434, -2.333, -3.702)
O (-6.668, -1.369, -1.736)
O (-4.345, -2.198, -1.563)
H (-3.315, -1.158, -0.057)
H (-2.535, -1.189, -1.636)
H (-3.394, 0.935, -1.627)
H (-4.891, 0.449, -0.726)
C (0.029, 2.394, -5.447)
C (1.049, 1.994, -4.383)
O (1.247, 0.560, -4.516)
S (-0.132, -0.103, -5.120)
O (-0.969, -0.476, -4.023)
O (0.299, -0.979, -6.142)
O (-0.773, 1.243, -5.845)
H (0.568, 2.768, -6.329)
H (-0.675, 3.171, -5.005)
H (0.697, 2.238, -3.369)
H (1.945, 2.508, -4.586)
C (5.103, 2.682, -0.905)
C (3.650, 2.668, -0.948)
O (3.316, 1.909, -2.113)
S (4.508, 2.052, -3.135)
O (4.141, 2.895, -4.217)
O (5.092, 0.746, -3.313)
O (5.491, 2.870, -2.282)
H (5.541, 1.729, -0.496)
H (5.567, 3.500, -0.351)
H (3.325, 3.696, -1.117)
H (3.252, 2.179, -0.050)
C (-3.685, 5.172, 1.997)
C (-2.450, 4.988, 2.844)
O (-2.822, 3.872, 3.690)
S (-4.310, 4.222, 4.170)
O (-4.250, 5.244, 5.142)
O (-5.036, 3.018, 4.415)
O (-4.871, 4.971, 2.893)
H (-3.690, 4.446, 1.188)
H (-3.722, 6.199, 1.639)
H (-2.385, 5.832, 3.515)
H (-1.540, 4.801, 2.247)
C (6.750, -1.918, -1.939)
C (6.107, -3.285, -1.684)
O (4.900, -3.115, -0.983)
S (4.908, -1.681, -0.265)
O (4.990, -1.790, 1.126)
O (3.898, -0.910, -0.862)
O (6.357, -1.164, -0.769)
H (6.386, -1.399, -2.903)
H (7.788, -2.093, -1.891)
H (6.751, -3.875, -1.065)
H (5.883, -3.812, -2.598)
C (-4.360, -6.040, 0.795)
C (-2.927, -5.711, 0.515)
C (-2.713, -5.113, -0.845)
O (-2.023, -3.879, -0.570)
C (-1.801, -3.725, 0.730)
O (-1.252, -2.798, 1.202)
O (-2.372, -4.691, 1.409)
H (-4.683, -6.835, 0.118)
H (-5.045, -5.186, 0.596)
H (-4.529, -6.305, 1.844)
H (-2.413, -6.611, 0.692)
H (-3.575, -4.827, -1.505)
H (-2.001, -5.765, -1.342)
C (0.215, -0.334, -0.742)
C (-0.310, 0.259, 0.533)
C (0.370, 1.542, 1.010)
O (-0.799, 2.346, 1.431)
C (-1.879, 1.903, 0.664)
O (-2.903, 2.530, 0.558)
O (-1.665, 0.735, 0.123)
H (-0.555, -1.080, -1.086)
H (1.130, -0.922, -0.514)
H (0.482, 0.431, -1.497)
H (-0.433, -0.502, 1.280)
H (0.797, 2.024, 0.123)
H (1.051, 1.503, 1.841)
C (-2.986, -0.102, 3.501)
C (-1.941, -0.014, 4.538)
C (-1.281, -1.282, 4.980)
O (0.116, -0.954, 5.300)
C (0.393, 0.096, 4.482)
O (1.441, 0.539, 4.382)
O (-0.720, 0.572, 3.877)
H (-2.654, -0.721, 2.655)
H (-3.254, 0.910, 3.128)
H (-3.927, -0.468, 3.904)
H (-2.205, 0.640, 5.383)
H (-1.245, -2.006, 4.204)
H (-1.766, -1.726, 5.863)

net charge	0
HOMO energy	-10.751	eV
DFT total energy	-6589.35853	Ha
orbital gap	10.970	eV
ΔE to the lowest compared entry with this formula, charge and spin	57.4	kJ/mol
LUMO energy	0.218	eV

---

Look up the DFT total energy of the fifth one. -6589.35853 Ha

---

What is the formula in the first record? C26H45N5O4OsP3Se2